No. 1
101
Properties=species:S:1:pos:R:3:forces:R:3 method="wB97M-V/def2-TZVPD" lumo_energy_ev="-5.70 / -8.48" charge=+2 gap_ev="6.9 / 4.2" spin_multiplicity=5
Os 0.192 -0.197 -0.182 0.06 -0.18 0.49
C 0.796 -5.838 5.492 -0.03 0.03 0.00
S -0.116 -4.312 5.817 0.02 -0.01 -0.01
C -1.566 -4.530 4.735 0.04 0.06 0.07
C -1.692 -3.404 3.712 0.00 -0.10 -0.01
C -0.503 -3.359 2.762 -0.22 0.13 0.17
N -0.469 -2.132 1.950 0.22 -0.24 -0.10
P 0.665 -0.870 2.068 -0.37 -0.25 -0.13
C 2.279 -1.629 2.275 0.08 0.01 -0.17
C 2.612 -2.728 1.478 -0.08 -0.02 0.07
C 3.890 -3.255 1.521 0.04 0.02 0.01
C 4.851 -2.674 2.345 -0.01 -0.04 -0.02
C 4.529 -1.577 3.130 -0.02 0.03 0.00
C 3.243 -1.050 3.098 0.02 -0.01 -0.01
C 0.314 0.042 3.562 0.07 0.05 -0.01
C 0.435 -0.630 4.785 0.06 0.04 -0.04
C 0.052 0.007 5.950 -0.01 0.02 0.02
C -0.436 1.311 5.904 0.01 -0.03 0.02
C -0.543 1.979 4.695 0.02 -0.03 -0.05
C -0.173 1.344 3.515 -0.05 0.06 0.04
P -1.345 -1.819 0.542 0.15 -0.11 0.17
C -2.999 -1.265 0.936 -0.06 0.12 -0.11
C -4.016 -1.369 -0.019 0.00 -0.05 0.05
C -5.250 -0.790 0.222 0.01 0.01 0.02
C -5.471 -0.098 1.407 0.00 -0.01 -0.01
C -4.463 0.010 2.355 0.03 0.01 0.02
C -3.223 -0.564 2.120 -0.02 -0.02 0.01
C -1.476 -3.360 -0.363 -0.03 -0.01 -0.10
C -2.521 -4.253 -0.121 0.03 -0.01 0.00
C -2.547 -5.476 -0.774 -0.01 0.02 0.01
C -1.539 -5.810 -1.667 0.01 -0.01 -0.01
C -0.494 -4.928 -1.910 -0.02 0.01 0.01
C -0.462 -3.706 -1.259 0.02 -0.01 0.02
H 1.763 -5.739 5.980 0.00 -0.01 0.02
H 0.953 -5.979 4.423 0.02 0.00 -0.01
H 0.277 -6.698 5.909 -0.01 -0.01 -0.01
H -2.452 -4.551 5.369 -0.03 -0.04 -0.06
H -1.488 -5.501 4.245 0.02 -0.02 0.01
H -1.785 -2.449 4.235 0.05 0.02 -0.02
H -2.612 -3.544 3.136 -0.04 0.04 0.05
H -0.517 -4.226 2.095 0.03 0.02 -0.04
H 0.427 -3.401 3.333 0.00 -0.01 0.00
H 1.861 -3.183 0.839 0.00 0.00 -0.01
H 4.143 -4.118 0.919 0.00 -0.01 0.00
H 5.850 -3.086 2.380 0.01 -0.01 0.00
H 5.274 -1.134 3.776 0.00 0.00 0.01
H 2.993 -0.198 3.717 0.00 0.02 0.01
H 0.827 -1.641 4.832 -0.04 -0.01 0.02
H 0.136 -0.509 6.897 0.00 -0.01 0.00
H -0.730 1.804 6.820 0.00 0.01 0.01
H -0.919 2.992 4.660 0.00 0.01 0.00
H -0.292 1.859 2.572 -0.01 -0.04 0.03
H -3.853 -1.916 -0.940 0.00 0.01 -0.01
H -6.039 -0.877 -0.512 0.00 0.00 -0.01
H -6.434 0.356 1.592 -0.01 0.00 0.01
H -4.639 0.546 3.277 -0.01 0.00 0.00
H -2.438 -0.472 2.861 0.02 0.03 -0.01
H -3.311 -3.995 0.573 -0.01 0.00 0.00
H -3.357 -6.168 -0.587 -0.01 -0.01 0.00
H -1.568 -6.763 -2.178 0.00 -0.01 0.00
H 0.289 -5.194 -2.607 0.01 0.00 -0.01
H 0.358 -3.017 -1.442 0.00 0.00 0.00
C -1.483 -0.354 -2.918 0.06 0.01 0.03
N -0.142 -0.341 -2.296 -0.18 0.01 -0.19
C 0.893 -0.201 -3.041 0.22 -0.10 0.03
C 2.181 -0.159 -2.395 -0.16 0.06 -0.01
C 3.487 0.080 -2.897 0.04 -0.03 -0.02
C 4.306 0.069 -1.811 -0.09 -0.06 0.16
C 3.453 -0.189 -0.647 0.17 -0.02 -0.10
N 2.201 -0.331 -1.016 -0.02 -0.03 -0.27
C -2.065 1.039 -2.934 0.03 -0.03 0.03
C -1.947 1.828 -4.073 0.01 0.04 0.02
C -2.471 3.112 -4.084 0.01 -0.01 0.00
C -3.109 3.609 -2.956 -0.02 0.01 0.01
C -3.217 2.829 -1.813 0.04 -0.01 -0.03
C -2.697 1.543 -1.803 -0.02 0.03 0.01
H -2.105 -1.019 -2.320 0.03 -0.05 -0.03
H -1.397 -0.760 -3.927 -0.03 0.02 -0.01
H 0.812 -0.125 -4.122 0.01 -0.01 0.00
H 3.757 0.237 -3.928 0.00 0.02 -0.02
H 5.373 0.216 -1.782 0.02 0.00 0.02
H 3.756 -0.272 0.388 0.02 0.01 0.01
H -1.466 1.437 -4.962 -0.01 -0.01 -0.01
H -2.390 3.720 -4.975 -0.01 0.00 -0.01
H -3.533 4.605 -2.973 0.02 0.01 0.00
H -3.705 3.216 -0.929 -0.02 0.00 0.01
H -2.792 0.935 -0.910 0.00 0.00 0.00
Br 2.458 8.065 -1.641 0.02 0.03 -0.01
C 1.664 6.449 -1.095 0.00 -0.03 0.01
C 0.282 6.332 -1.101 -0.02 -0.02 0.00
C -0.300 5.143 -0.693 -0.01 0.09 0.11
C 0.499 4.073 -0.308 0.00 0.00 -0.13
C 1.884 4.201 -0.314 0.03 -0.03 -0.10
C 2.472 5.395 -0.692 -0.03 -0.02 0.01
C -0.147 2.805 0.104 0.07 -0.08 -0.07
O -1.096 2.718 0.838 -0.34 0.01 -0.04
O 0.448 1.714 -0.420 0.25 0.70 0.17
H -0.331 7.165 -1.414 0.00 0.00 0.00
H -1.377 5.042 -0.672 0.00 -0.01 0.00
H 2.507 3.369 -0.006 -0.01 -0.01 -0.02
H 3.547 5.512 -0.681 0.00 0.00 0.01

=====

No. 2
103
Properties=species:S:1:pos:R:3:forces:R:3 method="wB97M-V/def2-TZVPD" lumo_energy_ev="-3.79 / -3.80" charge=+1 gap_ev="6.8 / 6.8" spin_multiplicity=2
Ir -1.045 -0.261 0.393 -0.05 -0.04 0.70
O -0.868 -4.493 1.548 0.02 0.09 0.06
C -0.916 -3.183 1.366 -0.17 0.16 0.01
O -0.652 -2.642 0.319 0.21 -0.09 -0.01
C -1.340 -2.416 2.586 0.09 0.03 -0.03
C -1.419 -3.009 3.831 -0.02 -0.08 -0.03
C -1.765 -2.222 4.918 0.00 -0.06 0.09
C -1.999 -0.876 4.724 -0.07 0.02 -0.02
C -1.889 -0.351 3.444 -0.07 -0.23 0.13
N -1.585 -1.111 2.398 -0.04 -0.01 -0.62
C -2.149 1.084 3.094 0.01 0.16 0.19
O -2.304 1.967 4.069 -0.19 -0.15 -0.17
O -2.259 1.396 1.940 -0.23 0.34 -0.28
H -0.582 -4.904 0.714 0.01 -0.01 -0.07
H -1.217 -4.064 3.940 0.01 0.01 -0.03
H -1.842 -2.656 5.905 -0.01 0.00 0.00
H -2.266 -0.250 5.564 -0.02 0.02 -0.04
H -1.901 1.679 4.903 0.15 0.05 0.06
C -2.546 -0.266 -0.713 0.40 -0.62 0.45
Ge -2.266 -0.668 -2.626 -0.05 0.18 0.14
C -3.848 -0.278 -3.672 0.07 -0.07 -0.15
C -4.887 0.502 -3.172 -0.01 0.07 0.00
C -6.004 0.775 -3.951 0.00 -0.01 -0.02
C -6.091 0.274 -5.241 0.03 -0.01 0.02
C -5.062 -0.505 -5.753 -0.01 0.02 0.03
C -3.950 -0.781 -4.971 -0.05 -0.06 0.01
C -0.740 0.420 -3.184 -0.27 0.04 -0.04
C -0.714 1.069 -4.417 0.00 0.02 -0.06
C 0.366 1.856 -4.795 -0.05 -0.06 0.01
C 1.444 2.003 -3.936 0.03 0.02 0.04
C 1.439 1.381 -2.696 0.01 0.05 -0.10
C 0.341 0.619 -2.346 0.26 0.01 0.00
C -1.790 -2.555 -2.626 0.06 -0.03 -0.20
C -2.571 -3.491 -1.950 -0.04 0.00 -0.01
C -2.224 -4.834 -1.945 0.04 -0.02 -0.02
C -1.087 -5.261 -2.624 -0.02 0.03 -0.02
C -0.305 -4.340 -3.308 -0.06 0.01 0.02
C -0.657 -2.996 -3.309 0.07 -0.02 0.11
H -3.547 -0.064 -0.323 0.00 0.29 0.04
H -4.835 0.916 -2.171 0.02 -0.01 0.01
H -6.806 1.382 -3.549 0.00 0.00 0.00
H -6.961 0.488 -5.848 0.00 0.00 0.00
H -5.128 -0.901 -6.758 0.00 0.00 0.00
H -3.163 -1.409 -5.379 0.01 0.01 0.02
H -1.556 0.960 -5.092 0.00 0.01 0.00
H 0.367 2.346 -5.760 0.00 0.01 0.00
H 2.295 2.605 -4.226 0.00 0.00 0.00
H 2.279 1.478 -2.016 -0.02 0.01 0.01
H 1.013 0.320 -0.430 -0.26 -0.25 -0.49
H -3.464 -3.178 -1.419 -0.01 0.02 -0.02
H -2.851 -5.554 -1.433 -0.01 0.00 0.01
H -0.822 -6.310 -2.633 0.00 0.00 0.00
H 0.576 -4.668 -3.844 0.00 -0.01 0.00
H -0.028 -2.286 -3.834 -0.03 0.02 -0.02
O 0.708 0.513 1.254 0.01 -0.23 -0.28
Si 1.259 1.968 1.744 -0.14 -0.07 0.19
C 0.505 3.401 0.806 0.07 0.10 -0.14
C 1.175 3.896 -0.319 -0.04 -0.01 0.03
C 0.623 4.889 -1.115 -0.05 0.02 0.01
C -0.616 5.423 -0.791 0.01 -0.01 0.01
C -1.291 4.967 0.334 0.04 0.00 -0.05
C -0.735 3.969 1.120 0.01 0.00 0.03
C 0.826 2.111 3.573 0.12 0.12 0.07
C 0.810 0.954 4.357 0.05 0.02 0.00
C 0.467 1.000 5.704 0.03 -0.03 -0.01
C 0.134 2.213 6.295 0.01 0.05 0.01
C 0.173 3.380 5.539 0.02 -0.01 0.01
C 0.522 3.325 4.197 -0.02 -0.02 -0.03
C 3.107 2.021 1.478 0.03 0.08 0.11
C 3.816 3.193 1.765 0.03 -0.01 -0.02
C 5.188 3.264 1.583 -0.01 -0.03 -0.01
C 5.881 2.159 1.103 -0.02 -0.01 0.00
C 5.197 0.987 0.815 0.02 0.02 0.01
C 3.822 0.921 1.007 0.01 -0.01 -0.03
H 2.156 3.512 -0.570 0.02 -0.02 -0.01
H 1.161 5.253 -1.982 0.00 0.00 0.00
H -1.050 6.201 -1.406 0.00 0.00 0.00
H -2.250 5.394 0.599 -0.01 0.00 0.01
H -1.278 3.636 1.994 -0.03 -0.02 -0.01
H 1.075 0.003 3.902 -0.01 0.01 0.01
H 0.478 0.094 6.300 0.01 0.00 0.00
H -0.125 2.254 7.346 0.00 0.00 0.01
H -0.068 4.330 5.999 -0.01 0.00 0.00
H 0.530 4.242 3.619 0.03 0.00 0.01
H 3.288 4.070 2.128 0.00 -0.01 0.00
H 5.719 4.180 1.809 0.00 0.00 0.01
H 6.952 2.214 0.957 0.00 0.00 0.00
H 5.738 0.124 0.445 0.00 0.00 0.00
H 3.294 -0.002 0.795 -0.04 -0.03 0.00
C 2.171 -4.476 -0.488 -0.02 0.02 -0.01
As 2.680 -2.613 -0.118 0.03 -0.01 0.06
C 3.757 -2.283 -1.723 -0.07 0.00 -0.01
C 4.169 -3.019 1.095 0.02 0.02 -0.01
O 0.363 -0.046 -1.127 0.11 0.25 0.31
H 2.984 -5.017 -0.973 0.01 -0.01 0.02
H 1.289 -4.505 -1.129 0.04 0.03 0.03
H 1.950 -4.967 0.462 -0.01 -0.01 0.00
H 4.491 -3.073 -1.881 0.01 0.00 0.01
H 4.271 -1.328 -1.611 0.02 -0.01 0.00
H 3.104 -2.217 -2.593 0.00 -0.01 0.00
H 4.720 -3.900 0.765 0.02 0.01 -0.01
H 3.791 -3.186 2.103 -0.01 -0.04 -0.01
H 4.848 -2.167 1.131 -0.01 0.00 0.00

=====

Per-record relative energy (zero: lowest compared OMol25 entry of this formula, charge and spin), kcal/mol: 0.0 30.8